DFT (wB97M-V/def2-TZVPD) results for a cluster of 7 separate species, C23H40Cl2O18 in total.

```
83
Properties=species:S:1:pos:R:3:forces:R:3
Cl 6.02155 -5.97289 -0.96964 0.08 -0.45 -0.11
Cl 3.48453 -2.79922 0.46942 -0.22 0.03 -0.05
O 5.86688 -3.25029 -5.97039 0.82 2.11 1.23
O -3.44984 4.98518 -1.59817 0.32 1.32 -0.36
O 2.52810 -0.96857 4.86227 0.78 -1.87 1.01
O 4.10767 -2.33894 4.09871 -0.45 2.64 1.09
O -6.91981 2.42187 -2.05723 -2.45 -3.10 -0.61
O -3.22790 4.67390 0.53007 0.34 0.80 2.15
O -2.44756 -0.28566 -0.68202 4.94 1.08 1.28
O 4.81095 -1.56044 -4.95935 0.35 -1.22 -1.67
O -0.97217 5.15455 4.47496 0.02 2.13 1.35
O -0.44539 -0.89388 0.25709 -0.10 -2.46 0.82
O -2.64711 6.70417 -0.33864 -0.48 0.14 0.35
O -7.42904 0.23341 -1.63195 1.32 -2.25 0.18
O 0.35342 3.93707 5.88360 -0.90 0.35 -2.25
O 4.23884 -0.04444 3.74401 -0.06 -1.22 1.25
O 3.65331 -3.51147 -5.43230 2.73 2.07 0.09
O 0.11595 3.54192 3.68232 1.90 -3.84 -1.29
O -8.95752 1.43412 -2.32773 -1.95 -0.36 -0.42
O -0.71745 1.14100 -0.25713 -0.11 2.48 -0.43
C 4.69248 -2.81799 -5.44290 -2.03 -2.29 -0.66
C 3.64966 -1.01564 -4.35774 -0.89 -0.26 1.15
C -6.08310 -0.22098 -1.26460 0.05 0.26 1.60
C -1.35321 5.16467 3.11155 -0.72 -1.83 -0.56
C 0.75406 -0.31559 0.79816 -0.46 0.07 -1.79
C -3.50898 3.57277 -1.43177 -1.62 -0.10 0.05
C 4.26689 -4.38781 0.35992 0.96 -0.42 -0.35
C -5.61545 0.36466 0.08699 -0.51 -0.15 0.67
C 3.67107 -1.41598 -2.91959 -0.29 0.86 1.45
C 1.69947 0.12026 4.89580 -1.64 1.27 0.07
C 5.06790 -4.49734 -0.97789 -0.92 0.70 0.83
C 3.71421 -0.97507 4.31468 0.43 -1.55 -3.12
C -3.10690 5.61865 -0.44731 0.30 -2.58 -0.94
C 3.72449 -4.62622 3.97582 -0.72 -0.53 0.18
C 3.49050 -3.44211 4.83409 0.83 1.21 0.49
C -3.72530 3.42127 0.09371 0.43 -0.01 -1.96
C -0.10025 4.17224 4.77511 -0.42 1.33 2.97
C -1.25789 -0.02772 -0.28704 -5.58 -1.89 -0.89
C 0.56753 1.10240 0.35990 0.04 1.77 0.06
C -0.35702 4.16583 2.51961 0.11 1.03 0.24
C -9.53411 2.58138 -2.85991 -1.19 1.20 -0.73
C -7.71650 1.41964 -2.07082 5.17 3.84 1.82
C 5.93226 -4.40402 -6.77211 -2.16 -0.76 -0.96
H -6.18673 -1.27479 -1.00606 -0.42 -0.03 -0.92
H -10.41107 2.18064 -3.36830 0.13 0.43 -0.38
H 4.34839 -4.47842 -1.79646 0.12 -0.40 -0.06
H 6.69348 -4.49389 -7.54708 0.80 1.07 0.73
H -4.54127 0.54075 0.14389 -0.20 0.60 -0.39
H 1.24297 1.48160 -0.40696 0.34 -0.13 0.38
H 0.52990 4.68206 2.15222 -0.24 -0.08 -0.85
H 1.63607 0.67722 3.96099 0.46 0.03 -0.09
H 3.64066 0.07025 -4.45187 0.70 -0.06 -0.13
H 5.75436 -3.67102 -1.16246 -0.10 0.04 0.44
H -9.90423 3.29944 -2.12813 0.20 -0.31 0.54
H -1.37332 6.09176 2.53867 0.15 0.31 0.82
H -2.65910 3.12242 -1.94459 0.06 -0.14 0.47
H 4.72463 -4.58943 3.54401 -0.14 -0.17 0.05
H 2.45190 -3.28282 5.12396 -0.03 0.21 -0.53
H 3.54112 -5.19543 0.45541 -0.25 0.25 -0.40
H -4.79778 3.29069 0.23804 0.06 0.35 0.50
H 1.91655 0.80479 5.71580 0.04 -0.01 -0.07
H 5.03387 -4.30297 -7.38103 -0.33 -0.96 0.02
H -0.79617 3.41844 1.85881 0.19 0.28 -0.10
H 1.52788 -0.73388 0.15447 0.51 -0.46 1.17
H -5.31649 -0.10687 -2.03102 -0.51 0.32 -0.25
H 4.55465 -1.03290 -2.40907 0.12 -0.06 -0.02
H -3.19686 2.55844 0.49914 0.22 0.40 0.30
H 0.77711 -0.37727 1.88616 0.33 -0.69 -0.31
H 0.53260 1.75838 1.22970 0.18 0.27 -0.26
H 3.54790 -2.46389 -2.64608 0.07 -0.07 -0.67
H -8.86506 3.16239 -3.49465 0.05 -0.45 -0.22
H 2.82035 -0.90618 -2.46738 -0.15 0.04 0.32
H 0.73218 -0.36224 5.03595 -0.23 0.50 0.28
H 5.94601 -5.32936 -6.19621 -0.23 0.17 0.14
H 4.87961 -4.49701 1.25476 0.35 0.24 -0.32
H 2.65982 -1.30835 -4.70793 0.47 -0.61 -1.02
H -2.34057 4.70302 3.12143 -0.21 0.34 -0.42
H 3.60697 -5.46948 4.65642 0.16 -0.44 -0.39
H -5.76715 -0.31761 0.92341 -0.09 -0.74 -0.28
H -6.27905 1.15155 0.44551 0.51 0.75 -0.55
H -4.46347 3.27380 -1.86497 0.36 -0.32 -0.57
H 2.93690 -4.66502 3.22330 0.29 -0.21 -0.29
H 4.02320 -3.56780 5.77670 0.24 0.22 0.07
```
Positions in Å, forces in eV/Å.

Results
Calculated total energy: -3175.02011 hartree
E_LUMO: 0.0016 Ha
M: 675.5 Da
SMILES: CCOC(=O)OC.CCOC(=O)OC.CCOC(=O)OC.O=C1OCCO1.O=C1OCCO1.O=C1OCCO1.ClCCCl
Charge: 0
HOMO: -10.561 eV
Gap between HOMO and LUMO: 10.60 eV

These are the Mulliken partial charges, in e, on atoms 1 to 6: -0.21, -0.10, -0.34, -0.41, -0.34, -0.27

---

DFT (wB97M-V/def2-TZVPD) results for a cluster of 2 separate species, C23H40F3NO5 in total.

```
72
Properties=species:S:1:pos:R:3:forces:R:3
F -3.57851 2.11705 -4.77092 -0.06 -0.14 -0.02
F -4.64150 0.88867 -3.34763 0.26 -0.04 0.14
F -2.84711 0.13048 -4.29711 -0.17 -0.03 0.17
O 7.62146 -1.96060 1.42586 -0.05 1.10 -0.27
O -1.52838 2.78288 -3.03700 -0.10 0.31 -0.78
O 4.12745 -0.64632 1.21515 0.85 0.02 -0.99
O -8.75523 -0.61657 1.02355 0.00 0.07 0.93
O -2.12559 0.99667 -1.72415 -0.30 -0.32 -0.01
N 3.54610 2.52919 -0.00308 -1.83 0.08 0.61
C -3.71291 -1.09173 0.41240 0.00 0.44 1.09
C 6.64038 -0.89782 1.33078 0.27 -0.73 -0.02
C 4.06159 0.07197 -0.00806 -0.62 1.33 -0.27
C -6.36510 -1.07807 0.39945 -0.96 -0.40 0.80
C -0.32842 2.23268 -3.53682 0.01 0.39 0.00
C 3.04503 1.25258 0.23274 -0.94 -0.22 0.22
C -0.41365 -0.52453 1.16884 -0.05 -0.92 0.21
C 10.09971 -2.28214 1.50768 -0.65 -0.10 -0.43
C 5.21741 -1.57653 1.24648 0.86 -0.92 1.04
C 8.85715 -1.37901 1.87531 1.17 -0.40 0.46
C -9.66513 -0.39188 2.10148 -0.53 0.36 0.73
C -1.12090 -1.53904 0.16194 -0.52 1.27 0.96
C -2.48346 -1.99570 0.83715 -0.51 0.10 -1.13
C -3.39665 1.23337 -3.75125 0.37 0.48 -0.32
C 0.86884 2.26742 0.90427 1.84 0.23 -0.46
C -2.58317 1.87834 -2.57930 0.60 -0.63 1.07
C -5.04312 -1.59048 1.09703 -0.30 -0.28 -0.57
C -0.41246 1.77207 -4.98371 0.07 -0.41 -0.10
C 1.14386 -0.41130 0.93877 -0.49 0.38 -0.35
C 1.43679 3.60839 0.67001 1.48 -2.91 -0.45
C -7.49454 -1.09356 1.51832 0.46 -0.65 -0.67
C 2.80471 3.67256 0.19096 -2.45 0.30 0.90
C 1.65831 1.03461 0.69416 1.30 2.22 -0.37
H -3.51906 -0.04944 0.80791 -0.16 -0.92 -0.66
H -7.15398 -0.51635 2.42069 -0.35 -0.31 -0.73
H 5.16386 -2.36589 0.43612 0.09 1.13 0.51
H 6.91723 -0.30612 0.41524 -0.45 -0.21 0.82
H 9.04442 -0.36909 1.41205 -0.46 -0.77 0.48
H -7.65799 -2.17840 1.81505 0.36 1.08 0.00
H -10.73919 -0.47171 1.77718 1.17 -0.01 -0.10
H -3.83053 -0.98328 -0.69536 0.24 -0.27 0.92
H -9.53334 -1.12077 2.95185 0.02 0.46 -0.87
H -6.72183 -1.79899 -0.38922 0.58 0.77 0.59
H 0.07260 1.44608 -2.88753 -0.28 -0.17 0.06
H 1.68594 -0.87052 1.81220 -0.37 0.62 -0.98
H 4.50714 2.66606 -0.33102 -0.52 -0.41 0.19
H 10.43353 -2.09604 0.44448 -0.43 -0.17 1.13
H 0.59063 1.68563 -5.41314 0.01 0.08 0.01
H -0.99877 2.46754 -5.58621 0.08 0.05 0.08
H 5.10557 -2.15343 2.21131 -0.03 0.69 -1.01
H 9.79723 -3.36058 1.57657 0.37 0.95 0.08
H 10.97152 -2.08589 2.18245 -0.87 -0.13 -0.51
H -2.72468 -3.03873 0.48686 0.26 0.82 0.61
H 3.71818 -0.53606 -0.89123 0.13 0.26 0.91
H -0.97930 0.43510 1.06825 0.63 -0.77 0.06
H -0.17634 2.21862 1.28000 0.97 -0.13 -0.48
H -0.45388 -2.39537 -0.11457 -0.57 0.67 0.36
H 1.38705 -1.03040 0.02603 0.00 0.69 0.87
H -5.11402 -1.30172 2.18883 0.44 -0.24 -1.08
H -5.07603 -2.71951 1.06505 0.09 1.03 0.12
H 3.23093 4.68795 0.00904 0.06 -1.34 -0.01
H 5.05229 0.52881 -0.31813 -0.92 -0.49 0.48
H -0.56028 -0.91016 2.22298 0.10 0.53 -1.06
H -0.87378 0.78945 -5.05942 -0.02 0.07 -0.04
H 6.76576 -0.28003 2.26866 -0.62 -0.29 -1.02
H -1.36489 -0.89366 -0.72584 0.24 -0.87 0.38
H 0.80870 4.50190 0.86952 0.81 -0.72 -0.35
H 0.39732 3.05476 -3.49888 -0.07 0.09 0.10
H -6.28587 -0.06714 -0.07512 0.10 -0.78 0.57
H -3.31394 2.61281 -2.18725 -0.06 0.17 0.06
H -2.43198 -1.95006 1.96184 0.12 -0.38 -1.04
H 8.77338 -1.28036 2.99998 0.23 0.13 -1.09
H -9.54656 0.64135 2.54947 0.08 -0.93 -0.50
```
Positions in Å, forces in eV/Å.

Results
Calculated total energy: -1630.70183 hartree
E_LUMO: -0.0668 Ha
M: 467.6 Da
Charge: 0
HOMO: -6.338 eV
Gap between HOMO and LUMO: 4.52 eV

These are the Mulliken partial charges, in e, on atoms 1 to 6: -0.30, -0.27, -0.27, -0.35, -0.41, -0.21

---

DFT (wB97M-V/def2-TZVPD) results for a cluster of 7 separate species, C23H40FO6 in total.

```
70
Properties=species:S:1:pos:R:3:forces:R:3
F -3.75669 -4.84796 -0.12122 -0.01 0.11 -0.30
O -0.44359 2.04035 5.15826 -0.10 -3.11 -1.20
O 1.47828 1.12567 -4.42002 -2.90 0.72 -1.23
O 3.28550 1.71416 3.83145 0.38 -0.48 -2.11
O -1.34360 3.68316 -3.27760 1.10 1.33 1.19
O -0.57417 -1.94046 -3.80900 -0.86 3.11 -0.18
O -1.31701 0.69411 -1.79442 0.10 0.16 3.08
C -0.78316 4.20735 -2.31798 -0.84 -1.72 -0.10
C -3.78564 -3.98403 2.05636 0.34 0.15 0.31
C -0.54810 0.86077 4.77702 0.11 0.91 0.93
C 2.42684 0.76603 -3.83025 2.16 0.16 1.01
C -4.19520 -2.51070 0.17713 0.11 -0.11 -0.10
C 2.72345 0.83183 1.71609 0.01 -0.46 -1.66
C 0.66450 4.68640 -2.38684 -0.32 0.13 -0.27
C 5.01823 1.93986 2.28630 0.23 0.04 0.46
C -1.88895 0.26825 4.31884 -0.63 1.37 -0.22
C 0.61128 -3.19231 -2.19613 -0.08 -0.61 0.06
C -0.36683 -4.16324 -4.43244 0.84 -0.97 0.42
C -1.36936 0.81710 -0.33863 0.95 -1.75 -0.45
C -4.16535 -1.66609 2.43120 -0.72 0.69 -0.24
C 3.67505 0.49551 -4.59813 0.81 -1.08 0.16
C 2.47799 0.79218 -2.32132 -0.39 0.35 0.53
C -0.67266 -0.36601 0.49286 0.34 0.18 -2.21
C -3.90979 -3.78720 0.68384 -0.18 0.79 1.04
C -4.40862 -1.44877 1.04676 1.53 -0.93 1.46
C -1.57142 4.22281 -0.96980 0.12 0.77 -1.34
C -0.14071 -2.97832 -3.47001 -0.46 -1.78 -1.48
C 0.58519 -0.19293 4.88090 -0.07 -0.02 0.81
C 3.64343 1.51673 2.65558 -1.13 0.63 3.46
C -3.84762 -2.90649 2.95118 -0.86 -0.47 -1.49
H 0.25531 -1.23166 4.89863 -0.68 0.06 -0.70
H -0.50152 -4.03149 -5.50604 0.44 1.29 0.10
H -2.51710 3.75136 -1.23722 0.08 -0.16 0.42
H 0.53962 -4.75600 -4.30965 -0.26 -0.78 -0.11
H -2.59355 1.07803 4.12941 0.13 0.38 0.01
H 0.55948 -2.33628 -1.52335 -0.05 -0.02 -0.27
H 4.44979 1.23630 -4.40037 -0.20 0.35 -0.19
H -3.82238 -3.11562 4.01044 0.28 0.24 0.06
H 0.29439 -0.62374 0.06100 0.39 0.55 -0.21
H 5.68986 1.12497 2.55644 0.09 -0.42 -0.72
H 1.17480 4.68202 -1.42369 -0.09 -0.29 0.02
H 0.16138 -4.07145 -1.73481 0.19 -0.09 0.32
H -2.39508 -0.27582 5.11629 0.48 -0.44 0.13
H 3.43258 0.38413 -5.65496 0.18 0.25 0.11
H -3.60407 -4.94946 2.50511 0.03 -0.32 -0.47
H 1.39422 -0.11264 4.15486 -0.15 0.42 0.02
H -4.31077 -0.87099 3.14748 0.03 0.33 -0.15
H 5.09993 2.28202 1.25462 0.35 -0.08 0.17
H 2.64365 -0.23433 1.92829 0.01 -0.02 0.35
H 2.57866 -0.17281 -1.82456 0.15 -0.12 -0.23
H -0.95208 1.72790 0.09082 -0.15 0.34 -0.62
H 1.56066 1.26542 -1.97111 -0.17 -0.18 -0.05
H 1.17324 4.08693 -3.14178 0.06 -0.16 0.19
H 4.13920 -0.42326 -4.23963 0.01 -0.30 -0.05
H -4.51717 -0.44714 0.65772 -0.38 0.00 0.03
H -1.09578 3.79727 -0.08618 0.18 -0.07 -0.32
H -1.78445 5.26810 -0.74597 -0.01 0.16 0.18
H 5.31503 2.65344 3.05493 -0.12 0.54 -0.46
H -0.43632 -0.08093 1.51803 -0.68 -0.14 0.05
H -4.18296 -2.27651 -0.87710 -0.18 -0.46 -0.22
H -2.41676 0.71042 -0.05637 -0.32 0.37 -0.28
H 1.71179 1.22827 1.62961 0.09 0.23 0.59
H -1.17592 -1.31467 0.30613 -0.59 0.13 0.79
H -1.27182 -4.74662 -4.26285 0.15 -0.19 1.00
H 1.64385 -3.43974 -2.44245 0.10 -0.02 0.13
H 0.74374 5.71262 -2.74557 -0.34 0.15 -0.03
H 1.02219 -0.17124 5.87923 0.32 0.80 0.00
H 3.28363 1.44646 -1.98819 0.32 -0.14 -0.06
H -1.91031 -0.30443 3.39165 0.59 -0.36 0.26
H 3.11951 0.87314 0.70143 0.11 0.01 -0.14
```
Positions in Å, forces in eV/Å.

Results
Calculated total energy: -1451.48798 hartree
E_LUMO (alpha / beta): 0.0112 / -0.0435 Ha
M: 431.6 Da
Multiplicity: 2
Charge: 0
HOMO (alpha / beta): -9.296 / -9.289 eV
Gap between HOMO and LUMO (alpha / beta): 9.60 / 8.10 eV

These are the Mulliken partial charges, in e, on atoms 1 to 6: -0.32, -0.58, -0.49, -0.56, -0.55, -0.47

---

DFT (wB97M-V/def2-TZVPD) results for an isolated molecule of C23H40N2O3.

```
68
Properties=species:S:1:pos:R:3:forces:R:3
O -1.18888 -1.03270 1.52389 0.32 0.26 -0.14
O 1.22710 -1.27088 -0.84947 0.01 -0.04 -0.02
O 1.11225 4.41181 -0.51855 0.03 0.00 -0.02
N -0.75865 3.15158 -0.57846 0.04 -0.04 -0.07
N -0.73192 -0.68779 -1.78817 0.01 -0.01 -0.02
C 0.23628 -1.46710 4.72446 0.01 -0.01 0.01
C 3.11028 1.94571 -0.80013 0.00 0.00 0.00
C 3.38426 1.49851 1.63635 0.00 0.01 0.01
C -1.22985 -5.00498 -0.10643 -0.01 -0.02 0.00
C 1.16731 -4.31381 -0.08812 -0.01 -0.01 0.00
C -1.48236 1.90486 -0.43268 -0.01 0.03 0.03
C -1.07307 -0.50727 2.84414 -0.22 -0.32 0.15
C 2.71646 2.40293 0.60287 0.00 -0.01 -0.01
C -0.22395 -3.97472 -0.62780 -0.02 0.00 0.00
C 0.20106 -0.84573 3.55663 0.10 0.20 -0.10
C -0.51398 -2.26036 1.27657 -0.20 -0.11 0.04
C -2.12701 -0.23512 -1.60679 0.05 0.01 -0.01
C -0.28314 0.62985 -2.25661 -0.03 -0.03 0.01
C -1.61036 3.47131 -2.85817 -0.01 0.00 -0.01
C 0.02342 -1.45747 -0.96474 -0.03 0.07 0.08
C -1.41973 4.09052 -1.47646 -0.01 -0.01 0.01
C -0.20628 -4.04813 -2.15667 0.00 -0.01 0.00
C -2.34991 2.13553 -2.76326 0.01 -0.01 -0.01
C 0.53642 3.38614 -0.19277 -0.07 0.03 0.10
C -1.63438 1.21983 -1.78944 0.00 -0.02 -0.01
C 1.19159 2.39526 0.76935 0.01 -0.01 -0.02
C -0.69852 -2.55881 -0.20197 0.03 -0.01 -0.01
C 0.73838 2.79970 2.17828 -0.01 0.00 0.00
H -2.55657 -0.46876 -0.63305 -0.02 0.00 0.00
H -3.37645 2.30349 -2.41672 0.00 0.01 0.01
H -0.93461 -3.05673 1.90043 0.00 0.00 0.00
H 1.15763 3.77369 2.43839 0.00 0.00 -0.01
H -1.26952 -5.02395 0.98378 0.00 0.01 0.00
H -2.41594 1.65928 -3.74514 -0.01 0.00 0.00
H -0.34926 2.88154 2.23423 -0.01 -0.01 0.00
H 0.62008 0.98164 -1.76213 0.02 0.02 0.01
H 2.80367 0.90837 -0.96300 -0.01 0.00 0.00
H -0.99643 1.23800 0.27505 0.00 -0.02 -0.01
H 3.05766 3.43112 0.74654 0.00 0.01 0.00
H 0.85919 1.37325 0.56589 0.01 0.00 0.00
H 1.90210 -3.57411 -0.40037 0.01 0.01 0.00
H -0.81896 4.99329 -1.52133 0.01 0.00 0.00
H -0.13977 0.65385 -3.33926 0.02 0.00 0.00
H 0.54969 -3.38338 -2.57751 0.00 0.00 0.00
H 1.17235 -4.36677 1.00300 0.00 0.00 0.00
H 1.12653 -0.52386 3.08575 0.00 0.00 0.00
H -1.17453 0.57488 2.74147 0.01 0.02 0.00
H -0.67447 -1.79666 5.21212 0.00 0.00 0.00
H 1.06130 2.07645 2.92574 -0.01 -0.01 0.01
H -0.94434 -6.00423 -0.44120 0.00 0.00 0.01
H -2.39653 4.34061 -1.04608 0.00 0.01 0.00
H -0.62604 3.31693 -3.31101 0.00 0.00 0.00
H 2.99390 0.47839 1.55997 0.00 0.00 -0.01
H 0.02210 -5.06560 -2.47964 0.00 0.00 0.00
H -2.23552 -4.80013 -0.48170 0.00 0.00 0.00
H 4.19329 1.99500 -0.92699 0.00 0.00 0.00
H 4.45916 1.45077 1.45514 0.00 0.00 0.00
H -2.77783 -0.58860 -2.40945 -0.02 -0.01 0.01
H 1.17015 -1.66191 5.23508 0.00 0.00 0.00
H -1.76687 -2.50742 -0.42819 0.00 0.02 0.01
H 2.65938 2.57676 -1.56695 0.00 0.00 0.00
H -1.17722 -3.77044 -2.57552 0.00 0.00 0.00
H 0.55053 -2.17074 1.49830 0.00 -0.01 -0.01
H -1.91555 -0.86816 3.44795 0.00 0.00 0.00
H 1.47191 -5.29353 -0.46352 0.01 0.01 0.00
H -2.48138 2.12361 -0.03347 0.00 -0.01 0.01
H 3.23920 1.84975 2.65845 0.00 -0.01 0.00
H -2.15492 4.16563 -3.50089 0.00 0.00 0.00
```
Positions in Å, forces in eV/Å.

Results
Calculated total energy: -1235.62921 hartree
E_LUMO: 0.0233 Ha
M: 392.6 Da
SMILES: C=CCOC[C@@H](C(=O)N1CC2(CCCN(C(=O)[C@H](C)C(C)C)C2)C1)C(C)(C)C
Charge: 0
HOMO: -9.045 eV
Gap between HOMO and LUMO: 9.68 eV

These are the Mulliken partial charges, in e, on atoms 1 to 6: -0.24, -0.70, -0.70, 0.35, 0.27, -0.96